(1)
{
  "formula": "C27H36BN9O3Tc",
  "method": "wB97M-V/def2-TZVPD",
  "charge": 1,
  "max_force_ha_per_bohr": 0.23202,
  "orbital_gap_ev": 6.379,
  "elements": ["Tc", "C", "C", "C", "C", "N", "N", "B", "N", "C", "C", "C", "C", "N", "N", "C", "C", "C", "C", "N", "N", "C", "C", "C", "C", "N", "H", "H", "H", "H", "H", "H", "H", "H", "H", "H", "H", "H", "H", "H", "H", "H", "H", "H", "H", "H", "C", "O", "C", "O", "H", "H", "H", "O", "C", "N", "C", "C", "C", "C", "C", "C", "C", "C", "H", "H", "H", "H", "H", "H", "H", "H", "H", "H", "H", "H", "H"],
  "coordinates": [[-0.18940, -0.26493, -0.16562], [2.11650, -2.61553, -1.63432], [2.44210, -1.75523, -0.45982], [3.68130, -1.60383, 0.12648], [3.47400, -0.72483, 1.16638], [2.17010, -0.37093, 1.17298], [1.53730, -1.00513, 0.19548], [1.41370, 0.55227, 2.15898], [0.78910, 1.73787, 1.38398], [0.99290, 3.06377, 1.54558], [0.18180, 3.73987, 0.66138], [-0.50980, 2.75247, -0.00872], [-1.53140, 2.95497, -1.07692], [-0.13280, 1.54517, 0.45068], [0.20650, -0.28553, 2.63058], [-0.28560, -0.72563, 3.81268], [-1.43110, -1.45163, 3.56858], [-1.58800, -1.41813, 2.20268], [-2.68360, -2.05733, 1.41768], [-0.58740, -0.70813, 1.65468], [2.40960, 1.09587, 3.24288], [2.44420, 0.98297, 4.59258], [3.54510, 1.65587, 5.07338], [4.15750, 2.16897, 3.95788], [5.40350, 2.98847, 3.92478], [3.45750, 1.82007, 2.86598], [3.02570, -3.13873, -1.99892], [1.70910, -1.98623, -2.45272], [1.35810, -3.37093, -1.34102], [4.61150, -2.07703, -0.15882], [4.22870, -0.38523, 1.86138], [1.67010, 3.52157, 2.25248], [0.10070, 4.81077, 0.53058], [-1.67360, 4.03737, -1.28072], [-2.49860, 2.51827, -0.75182], [-1.19760, 2.45267, -2.00852], [0.10240, -0.56933, 4.79368], [-2.06650, -1.94023, 4.29538], [-3.38940, -2.58683, 2.09198], [-2.24970, -2.78743, 0.70318], [-3.23790, -1.27843, 0.85368], [1.76080, 0.47147, 5.22828], [3.85610, 1.75597, 6.10498], [5.79660, 3.14287, 4.95198], [5.18470, 3.97667, 3.46938], [6.17310, 2.46777, 3.31798], [0.18550, -4.00793, -1.73332], [-0.26940, -2.89793, -0.97572], [0.47790, -1.83443, -1.25722], [1.14640, -0.90343, -1.51582], [-0.44170, -4.86993, -1.48682], [1.22250, -4.25803, -1.48132], [0.09280, -3.81543, -2.80832], [-1.23880, 0.87797, -0.82902], [-3.77590, -1.00333, -1.14772], [-3.92010, 0.39877, -1.57922], [-4.72200, 0.47987, -2.81152], [-2.60540, 1.08587, -1.66992], [-1.61360, 0.46337, -2.64102], [-1.80780, 0.54787, -4.11922], [-0.91100, -0.00233, -4.95532], [0.28230, -0.69353, -4.41572], [0.47440, -0.76043, -3.08922], [-0.51010, -0.15143, -2.16342], [-4.77520, -1.46513, -0.98862], [-3.22320, -1.05923, -0.18422], [-3.23030, -1.60423, -1.90812], [-4.46340, 0.89957, -0.83572], [-4.30620, -0.16313, -3.61382], [-4.79430, 1.53197, -3.16362], [-5.75680, 0.12137, -2.61602], [-2.15790, 1.08487, -0.64972], [-2.74290, 2.15767, -1.93422], [-2.66220, 1.06747, -4.53692], [-1.05430, 0.06577, -6.02902], [1.00300, -1.13833, -5.09462], [1.34980, -1.26083, -2.68882]],
  "atomic_forces_ev_per_a": [[5.019, -5.815, -7.908], [5.845, -1.062, 0.236], [3.730, -1.454, 1.359], [0.217, -0.197, 0.540], [0.588, 0.119, 0.265], [2.428, -0.066, 2.056], [5.941, -0.283, 8.456], [0.984, 0.765, 0.556], [1.316, 2.013, 1.663], [0.347, 0.522, 0.318], [0.323, 0.143, 0.473], [0.121, 0.940, -0.095], [1.954, 4.145, 1.423], [3.083, 5.420, 4.569], [0.316, 0.275, 2.248], [-0.199, -0.198, -0.112], [0.013, 0.093, 0.515], [-0.341, -0.339, -0.125], [0.128, -0.312, 0.453], [-2.897, -1.860, 2.843], [-1.193, -0.844, 0.537], [0.073, -0.045, 0.899], [-0.750, -0.577, 0.846], [-0.191, -0.004, -1.232], [0.323, 0.255, -0.382], [1.540, 1.097, -1.038], [-0.398, -0.407, 0.346], [4.344, -6.396, -0.859], [4.191, 3.676, 0.386], [-0.207, 0.093, 0.066], [-0.450, 0.383, 0.028], [0.103, -0.547, 0.003], [0.019, -0.228, 0.029], [0.151, -0.394, 0.222], [1.676, 2.894, 1.391], [0.264, 1.427, 0.515], [0.650, 0.345, -0.005], [0.150, 0.121, -0.121], [0.473, 0.371, -0.381], [-0.376, 0.470, 0.176], [0.453, -1.368, 2.888], [-0.572, -0.356, -0.188], [-0.127, -0.065, -0.159], [-0.272, -0.108, -0.697], [0.330, -0.537, 0.238], [-0.331, 0.476, 0.338], [-3.959, -4.788, -1.381], [0.759, -1.371, -2.259], [-10.095, -1.618, 6.149], [-0.583, 7.627, 7.229], [-0.130, 0.298, 0.145], [-1.663, -4.109, -0.657], [0.343, -0.011, 0.223], [-0.192, 2.685, 3.119], [-0.187, -1.112, -0.164], [-1.747, -0.330, -0.039], [-1.402, 0.089, -1.278], [-5.295, -2.111, -8.977], [-3.008, -0.734, -6.472], [-0.226, -0.010, 2.897], [2.564, -1.479, -0.309], [-2.325, 1.612, -2.653], [-4.655, 1.467, -6.905], [0.885, -2.328, -5.705], [0.522, 0.435, -0.140], [-0.480, 0.758, -3.182], [-0.287, 0.690, 0.387], [0.590, -0.479, -0.719], [0.001, 0.480, 0.701], [0.227, -0.706, 0.294], [0.664, 0.189, 0.033], [-6.296, 1.633, 5.525], [-1.746, -2.881, -1.343], [-0.004, 0.090, 0.115], [0.077, -0.053, 0.073], [-0.076, 0.127, -0.103], [-1.063, 3.360, -8.183]]
}

(2)
{
  "formula": "C27H36BN9O7S3Zr",
  "method": "wB97M-V/def2-TZVPD",
  "charge": 2,
  "max_force_ha_per_bohr": 0.04657,
  "relative_energy_ev": 1.427,
  "orbital_gap_ev": 6.390,
  "elements": ["Zr", "C", "C", "C", "C", "N", "C", "C", "N", "B", "N", "C", "C", "N", "C", "S", "C", "C", "C", "C", "N", "C", "C", "N", "C", "S", "C", "C", "C", "C", "C", "S", "H", "H", "H", "H", "H", "H", "H", "H", "H", "H", "H", "H", "H", "H", "H", "H", "H", "H", "H", "H", "H", "H", "H", "H", "H", "H", "H", "H", "H", "H", "H", "H", "H", "H", "O", "N", "O", "C", "C", "C", "C", "O", "C", "C", "N", "O", "O", "N", "O", "O", "H", "H"],
  "coordinates": [[0.32698, 0.22884, 0.16804], [-2.84478, 3.30855, -2.21442], [-2.41652, 2.29068, -3.27592], [-1.00404, 2.59323, -3.75356], [-3.36111, 2.32192, -4.48071], [-2.52438, 0.95245, -2.64319], [-3.75670, 0.45531, -2.31112], [-3.58017, -0.74116, -1.70753], [-2.23544, -0.98669, -1.64107], [-1.75155, -2.30509, -0.98454], [-1.85433, -2.19455, 0.56493], [-1.91410, -3.34768, 1.30439], [-2.04836, -3.00716, 2.60486], [-2.07846, -1.63905, 2.68547], [-1.95697, -1.15365, 1.43199], [-2.01487, 0.50455, 0.91798], [-2.11732, -0.98496, 4.01639], [-2.24268, 0.53182, 3.91686], [-3.32578, -1.53825, 4.77733], [-0.80460, -1.34655, 4.71794], [-0.31963, -2.66835, -1.45949], [-0.11180, -3.14542, -2.72720], [1.22098, -3.29614, -2.90804], [1.84966, -2.91642, -1.75000], [0.89516, -2.54407, -0.87444], [1.06944, -2.08837, 0.78454], [3.32622, -2.82551, -1.68675], [3.83355, -2.40195, -0.31351], [3.73764, -1.75577, -2.70416], [3.89157, -4.20377, -2.03097], [-1.60282, 0.06556, -2.21561], [0.12770, 0.12923, -2.34138], [-2.71513, 4.31251, -2.60750], [-2.23791, 3.20570, -1.31375], [-3.88959, 3.18464, -1.94213], [-1.00361, 3.55262, -4.26225], [-0.65279, 1.83926, -4.45140], [-0.31085, 2.66781, -2.92479], [-3.22022, 3.25518, -5.01809], [-4.40710, 2.27192, -4.19375], [-3.14430, 1.50394, -5.16449], [-4.66319, 0.97700, -2.52834], [-4.30385, -1.42752, -1.31960], [-2.47758, -3.16942, -1.33535], [-1.86109, -4.31284, 0.84625], [-2.13547, -3.63431, 3.46479], [-3.15097, 0.81697, 3.39064], [-1.37718, 0.97490, 3.41986], [-2.29431, 0.94100, 4.92291], [-4.22416, -1.48557, 4.16748], [-3.49140, -0.94226, 5.66932], [-3.17935, -2.56525, 5.09678], [0.04886, -0.99954, 4.13879], [-0.70486, -2.41808, 4.86100], [-0.77318, -0.87433, 5.69497], [-0.92099, -3.33764, -3.40014], [1.75391, -3.65317, -3.76373], [3.50697, -1.38878, -0.06371], [4.92059, -2.40615, -0.33363], [3.51476, -3.09543, 0.45948], [3.23507, -0.80984, -2.48422], [3.50032, -2.04566, -3.72322], [4.81069, -1.59768, -2.64132], [3.48340, -4.95647, -1.36046], [4.97044, -4.19680, -1.91239], [3.67408, -4.49390, -3.05362], [4.14827, 6.29139, 2.00791], [4.02829, 5.33587, 2.72260], [4.43740, 5.18850, 3.83901], [3.29466, 4.19180, 2.13867], [3.17059, 3.00414, 2.85497], [2.58675, 1.91150, 2.22168], [2.26808, 1.98110, 0.83010], [2.14827, 0.93699, 0.09494], [2.02502, 3.29722, 0.32684], [2.61821, 4.39214, 0.93712], [0.98403, 3.35505, -0.62682], [0.83061, 4.26003, -1.38942], [0.15793, 2.38315, -0.53480], [2.03541, 0.79494, 2.88611], [2.42391, 0.39582, 3.93966], [0.99391, 0.32633, 2.30797], [3.47553, 2.96198, 3.89524], [2.52701, 5.39347, 0.53191]],
  "atomic_forces_ev_per_a": [[-1.504, -1.754, -0.631], [0.092, -0.075, -0.053], [0.062, 0.703, -0.233], [-0.006, -0.050, 0.099], [0.068, -0.043, 0.069], [0.219, -0.605, 0.314], [-0.287, -0.422, 0.270], [-0.112, 0.349, -0.036], [-0.164, 0.207, -0.853], [0.285, 0.308, -0.018], [-0.811, -0.025, 0.583], [0.070, 0.216, 0.061], [0.078, -0.198, -0.284], [0.189, -0.247, -0.671], [-0.159, -0.346, -0.420], [-0.059, 0.773, 0.171], [0.054, 0.429, 0.719], [0.127, -0.051, -0.053], [0.065, 0.040, -0.104], [-0.065, 0.069, -0.074], [0.508, -0.658, 0.221], [0.268, 0.021, -0.098], [-0.517, 0.011, -0.215], [-0.752, 0.151, 0.277], [-0.465, -0.393, -0.071], [0.279, 0.344, 0.215], [0.766, 0.136, 0.037], [-0.033, 0.063, -0.024], [-0.007, -0.072, 0.093], [-0.069, 0.112, 0.043], [0.043, -0.551, 0.055], [0.420, 0.013, -0.173], [-0.004, 0.116, -0.034], [0.033, 0.022, -0.034], [-0.115, -0.001, 0.031], [-0.138, 0.087, -0.077], [0.078, -0.049, -0.118], [0.006, -0.010, -0.063], [0.027, 0.093, -0.009], [-0.105, -0.017, 0.018], [0.025, -0.061, -0.062], [-0.163, 0.095, -0.086], [-0.144, -0.161, 0.053], [-0.221, -0.245, -0.069], [-0.009, -0.219, -0.094], [-0.026, -0.111, 0.205], [-0.006, 0.110, 0.016], [-0.173, -0.020, 0.138], [-0.020, -0.098, 0.107], [-0.109, 0.032, -0.053], [0.032, 0.049, 0.100], [0.010, -0.139, 0.013], [-0.006, 0.015, 0.010], [-0.008, -0.144, 0.050], [-0.028, 0.051, 0.127], [-0.181, -0.060, -0.141], [0.113, -0.035, -0.132], [0.116, -0.196, 0.028], [0.076, -0.034, -0.138], [0.055, 0.026, 0.091], [0.043, -0.030, -0.003], [-0.040, -0.022, -0.131], [0.098, 0.014, -0.018], [-0.019, -0.083, 0.064], [0.114, 0.047, -0.015], [-0.024, -0.055, -0.138], [0.150, 0.673, -0.265], [-0.515, -0.639, -0.259], [0.325, 0.018, 0.694], [-0.357, -0.456, -0.246], [-0.045, 0.034, 0.040], [0.459, 1.148, -1.336], [0.561, 1.599, 0.861], [1.392, 0.332, -0.171], [1.206, -0.755, 1.153], [-0.103, -0.036, -0.045], [-0.871, -0.312, -0.532], [0.108, -0.276, 0.366], [-0.074, 1.664, -0.083], [-0.415, -0.591, 0.325], [-0.172, 0.115, -0.438], [0.433, 0.078, 1.147], [0.044, 0.003, -0.045], [0.007, -0.021, -0.017]]
}

(3)
{
  "formula": "C27H36BrN6S",
  "method": "wB97M-V/def2-TZVPD",
  "charge": 1,
  "max_force_ha_per_bohr": 0.01252,
  "relative_energy_ev": 0.114,
  "orbital_gap_ev": 8.713,
  "elements": ["S", "C", "C", "C", "C", "C", "N", "C", "Br", "C", "N", "H", "H", "H", "H", "H", "H", "H", "H", "H", "H", "H", "H", "H", "H", "H", "H", "N", "C", "C", "C", "C", "C", "H", "H", "H", "H", "H", "N", "C", "C", "C", "C", "C", "H", "H", "H", "H", "H", "N", "C", "C", "C", "C", "C", "H", "H", "H", "H", "H", "N", "C", "C", "C", "C", "C", "H", "H", "H", "H", "H"],
  "coordinates": [[4.08381, -1.82457, -0.44594], [3.66405, -0.85902, 1.03016], [2.19937, -0.41167, 1.21899], [1.18239, -0.90158, 0.18707], [-0.24236, -0.62577, 0.67016], [-0.86411, -1.87135, 1.27180], [-2.14359, -1.43373, 1.95109], [-3.07502, -0.75875, 0.98598], [-3.82857, -2.12536, -0.15235], [-2.35538, 0.31023, 0.17909], [-1.12947, -0.19676, -0.40100], [3.63877, -3.01834, -0.03930], [4.30219, 0.02063, 0.95528], [4.00588, -1.40625, 1.90522], [2.15277, 0.68035, 1.22373], [1.85537, -0.71804, 2.21230], [1.32681, -0.38434, -0.76082], [1.29824, -1.97242, 0.01230], [-0.22168, 0.13341, 1.47718], [-0.20466, -2.30455, 2.02229], [-1.12803, -2.59302, 0.50367], [-1.84103, -0.77183, 2.68131], [-2.58896, -2.24399, 2.38197], [-3.89647, -0.33707, 1.55748], [-2.16649, 1.17106, 0.84565], [-3.04130, 0.64781, -0.59603], [-0.69644, 0.53945, -0.96317], [-0.39388, 1.75727, -2.68936], [-1.45929, 2.29559, -3.28260], [-1.39273, 3.03359, -4.45244], [-0.15328, 3.22623, -5.04115], [0.96354, 2.67159, -4.43755], [0.79142, 1.94819, -3.26904], [-2.41478, 2.12428, -2.79849], [-2.29189, 3.44400, -4.89000], [-0.05992, 3.79642, -5.95579], [1.95008, 2.79304, -4.86229], [1.64392, 1.49518, -2.77406], [6.81744, 3.47984, 0.28601], [5.85149, 2.63694, -0.06660], [4.53606, 3.02193, -0.28231], [4.20378, 4.35796, -0.12056], [5.19956, 5.24730, 0.24733], [6.48544, 4.75950, 0.43652], [6.15033, 1.60026, -0.18797], [3.79373, 2.29019, -0.57694], [3.18951, 4.70063, -0.28220], [4.98987, 6.29923, 0.38380], [7.29065, 5.42710, 0.72164], [-0.86059, 0.55267, 4.40810], [-1.90580, 1.38466, 4.37643], [-2.40429, 2.04014, 5.48864], [-1.78754, 1.82055, 6.71047], [-0.70178, 0.96222, 6.76237], [-0.27641, 0.35672, 5.59124], [-2.36361, 1.54287, 3.40272], [-3.25155, 2.70521, 5.39783], [-2.14533, 2.31251, 7.60493], [-0.18706, 0.76548, 7.69210], [0.57722, -0.31087, 5.59568], [-3.13649, -4.36547, -4.29391], [-3.68394, -4.45434, -3.08534], [-4.18354, -5.63027, -2.54769], [-4.11327, -6.78437, -3.31279], [-3.54740, -6.70887, -4.57434], [-3.07479, -5.48108, -5.01674], [-3.71949, -3.52626, -2.52275], [-4.61984, -5.64125, -1.55741], [-4.49408, -7.72358, -2.93337], [-3.47254, -7.58190, -5.20771], [-2.62503, -5.38559, -5.99849]],
  "atomic_forces_ev_per_a": [[0.089, 0.082, -0.144], [-0.039, 0.044, 0.100], [-0.174, -0.020, -0.056], [-0.136, 0.080, 0.256], [-0.088, 0.031, -0.228], [0.259, 0.242, 0.141], [0.596, -0.093, -0.226], [-0.209, -0.038, -0.142], [-0.038, 0.011, 0.142], [0.181, 0.081, -0.019], [-0.073, 0.208, 0.281], [-0.043, -0.028, 0.068], [0.041, -0.020, -0.003], [0.047, -0.009, -0.014], [0.046, 0.011, 0.054], [0.082, -0.050, 0.022], [0.065, -0.170, -0.097], [0.064, 0.034, -0.213], [0.167, 0.022, -0.019], [-0.198, -0.092, 0.133], [0.069, -0.046, 0.001], [-0.121, 0.054, 0.268], [-0.184, 0.153, 0.086], [-0.003, -0.029, 0.036], [-0.077, -0.053, 0.118], [-0.003, -0.006, -0.013], [-0.101, -0.150, -0.288], [0.023, 0.051, 0.102], [0.007, -0.023, 0.017], [0.009, 0.000, -0.012], [-0.001, 0.001, -0.003], [-0.007, 0.004, -0.013], [0.006, -0.033, 0.051], [-0.011, 0.013, -0.020], [-0.006, -0.003, 0.007], [0.000, 0.001, 0.000], [0.005, -0.009, 0.007], [0.015, 0.009, -0.019], [-0.028, 0.018, 0.018], [0.006, -0.064, -0.020], [-0.009, -0.001, 0.013], [-0.008, 0.000, -0.001], [-0.010, -0.008, -0.002], [0.023, -0.008, 0.004], [-0.014, -0.001, -0.015], [0.008, -0.006, -0.008], [0.000, 0.002, -0.003], [0.011, 0.003, 0.000], [-0.015, 0.016, 0.001], [-0.373, -0.167, -0.238], [0.041, 0.004, -0.001], [0.001, 0.006, 0.007], [-0.002, 0.004, 0.004], [0.011, 0.045, -0.009], [0.106, -0.079, -0.068], [-0.004, 0.046, 0.013], [0.001, 0.000, -0.010], [-0.002, -0.002, 0.001], [0.010, -0.006, -0.006], [-0.018, -0.021, 0.025], [0.008, -0.012, 0.002], [0.014, 0.025, -0.010], [0.003, -0.002, -0.008], [0.000, -0.005, 0.001], [-0.005, -0.003, 0.012], [0.009, 0.025, -0.008], [-0.016, -0.058, -0.042], [-0.007, 0.005, -0.002], [-0.001, 0.000, -0.001], [0.005, 0.005, -0.007], [-0.006, -0.020, -0.004]]
}

charge of number 1 (C27H36BN9O3Tc)?
+1